# 1
Molecular formula: C13H39AlBeBrClF2ILiN2O9P2SSi2
Method: DFT, ωB97M-V/def2-TZVPD

Output
frontier orbital gap = 1.059 eV
lowest unoccupied orbital energy = -5.88 eV
charge = 0
HOMO = -6.94 eV
strongest force on any atom = 4.027 eV/A

Atoms and positions in Å:
C -2.59872 -3.22071 5.59161
C -4.05740 -3.32738 5.15543
C -4.74876 -2.02508 5.49039
C -4.99615 -1.26744 4.21359
O -3.85615 -0.42778 3.99296
C -3.98993 0.35044 2.87277
I -4.84502 2.22400 3.51351
O -2.71131 0.55477 2.37476
C -2.66782 0.63574 0.94294
O -3.73263 1.37087 0.49554
C -1.33017 1.26214 0.60220
N -0.27165 0.22139 0.80240
P -1.20794 2.19506 -1.02947
O 0.35127 1.86075 -1.44145
Br -2.44918 1.16972 -2.58723
P -2.68505 -1.10795 0.29731
O -1.73997 -1.32451 -0.94761
O -4.07011 -1.61683 -0.10507
S -1.97101 -2.24079 1.76202
H -2.11083 -2.99391 4.61286
H -2.43228 -2.43021 6.29504
H -2.26301 -4.15271 6.01176
H -4.56514 -4.17478 5.58385
H -4.01448 -3.49524 4.09515
H -5.69998 -2.21682 5.96180
H -4.19818 -1.42016 6.18471
H -5.90004 -0.67050 4.26356
H -5.14126 -1.99061 3.42421
H -4.66111 -0.16448 2.20810
H -3.73428 2.33210 0.86873
H -1.14716 2.01959 1.34589
H 0.60001 0.73949 0.82827
H -0.19266 -0.33443 -0.04306
H 0.50017 2.23021 -2.31635
H -1.16011 -2.06905 -0.75647
H -4.82757 -1.02808 0.12634
O -1.73728 4.34537 1.08808
H -2.12916 5.02236 1.64699
H -0.82793 4.61389 0.91371
Li -7.48449 2.39201 2.26408
F -4.31482 3.41524 1.29974
F -6.05350 -1.48314 -1.08914
Al 0.39425 -1.73442 2.08371
C 8.15176 -1.05678 -3.63025
Si 6.28418 -1.02083 -3.65760
C 5.69421 -2.54317 -2.72535
C 5.75662 -1.15857 -5.45755
N 5.73037 0.46844 -2.92523
Si 4.06680 0.93261 -2.73497
C 3.09021 -0.26577 -1.66497
C 3.18618 1.12265 -4.39365
C 4.00976 2.59241 -1.89921
H 8.51071 -1.97977 -4.08808
H 8.56763 -0.21841 -4.19061
H 8.53015 -1.01349 -2.60854
H 6.22634 -3.42005 -3.09774
H 4.62703 -2.72104 -2.86203
H 5.89565 -2.45259 -1.65800
H 5.99986 -0.25188 -6.01111
H 4.68891 -1.35156 -5.55978
H 6.28983 -1.99256 -5.91644
H 2.89303 -1.21319 -2.17045
H 2.12539 0.18576 -1.42058
H 3.61889 -0.47402 -0.73260
H 3.76572 1.73766 -5.08080
H 2.22383 1.61012 -4.23036
H 2.99589 0.15934 -4.86525
H 4.53555 3.33112 -2.51332
H 4.47328 2.55962 -0.91214
H 2.97462 2.91924 -1.77594
Cl -0.35258 -2.22224 4.23987
O -9.72173 3.17679 0.67181
H -10.63395 3.50278 0.73803
Be 2.08991 -0.02551 1.98988
O 5.18719 5.11976 -3.92092
H 5.20142 4.22277 -4.31101

Charge distribution, Löwdin scheme, values in e: atom 1 (C): -0.1801, atom 2 (C): -0.2356, atom 3 (C): -0.1679, atom 4 (C): -0.2117, atom 5 (O): -0.1682, atom 6 (C): -0.7683, atom 7 (I): 1.0961, atom 8 (O): -0.1263, atom 9 (C): -0.6514, atom 10 (O): -0.0801, atom 11 (C): -0.4126, atom 12 (N): -0.1020, atom 13 (P): 0.6666, atom 14 (O): -0.3954, atom 15 (Br): 0.4120, atom 16 (P): 0.4116, atom 17 (O): -0.2294, atom 18 (O): -0.1547, atom 19 (S): 0.5129, atom 20 (H): -0.0896, atom 21 (H): 0.0617, atom 22 (H): 0.0709, atom 23 (H): 0.1023, atom 24 (H): 0.0839, atom 25 (H): 0.1138, atom 26 (H): 0.1108, atom 27 (H): 0.1014, atom 28 (H): 0.1228, atom 29 (H): 0.0997, atom 30 (H): -0.0413, atom 31 (H): 0.1122, atom 32 (H): -0.0495, atom 33 (H): 0.0282, atom 34 (H): 0.0335, atom 35 (H): 0.0656, atom 36 (H): 0.0749, atom 37 (O): -0.1053, atom 38 (H): 0.0467, atom 39 (H): 0.0296, atom 40 (Li): 0.6977, atom 41 (F): -0.6214, atom 42 (F): -0.5927, atom 43 (Al): 0.1460, atom 44 (C): -0.1895, atom 45 (Si): 0.3415, atom 46 (C): -0.1718, atom 47 (C): -0.1567, atom 48 (N): -0.0310, atom 49 (Si): 0.3263, atom 50 (C): -0.1800, atom 51 (C): -0.1365, atom 52 (C): -0.1584, atom 53 (H): 0.0317, atom 54 (H): 0.0331, atom 55 (H): 0.0300, atom 56 (H): 0.0382, atom 57 (H): 0.0177, atom 58 (H): 0.0310, atom 59 (H): 0.0391, atom 60 (H): 0.0223, atom 61 (H): 0.0423, atom 62 (H): 0.0272, atom 63 (H): -0.0078, atom 64 (H): 0.0104, atom 65 (H): 0.0401, atom 66 (H): 0.0323, atom 67 (H): 0.0273, atom 68 (H): 0.0076, atom 69 (H): 0.0357, atom 70 (H): 0.0232, atom 71 (Cl): 0.1936, atom 72 (O): -0.4230, atom 73 (H): -0.1123, atom 74 (Be): 0.6420, atom 75 (O): -0.1797, atom 76 (H): -0.0636



# 2
Molecular formula: C4H9IrN2O2S6
Method: DFT, ωB97M-V/def2-TZVPD

Output
frontier orbital gap (alpha / beta) = 5.299 / 5.190 eV
energy above the lowest of the compared OMol25 structures with the same formula, charge and spin = 96.8 kJ/mol
lowest unoccupied orbital energy (alpha / beta) = -1.50 / -1.52 eV
charge = 0
HOMO (alpha / beta) = -6.79 / -6.71 eV
strongest force on any atom = 2.682 eV/A

Atoms and positions in Å:
Ir 1.67602 -0.53586 -0.35560
S 3.43591 0.88328 -0.60762
S 4.50731 -0.05902 -2.06576
S 3.15500 -0.68589 -3.49636
S 1.47178 -1.23662 -2.58641
C -0.76873 -2.54755 1.44456
O 0.52274 -2.15595 0.95727
C 1.64171 -2.87749 1.32118
S 1.67312 -4.09649 2.40678
S 2.96796 -2.20347 0.47543
H -1.47880 -1.90809 0.92016
H -0.82804 -2.40562 2.52305
H -0.95717 -3.59304 1.20814
C -2.51660 3.11090 -0.35977
N -1.27833 2.59398 -0.89268
C -0.59948 1.54098 -0.39570
N -1.13775 0.87176 0.64734
O 0.49353 1.22140 -0.90033
H -2.80523 3.98258 -0.93954
H -2.40970 3.42363 0.68255
H -3.32431 2.37846 -0.43845
H -0.81168 3.06913 -1.64469
H -2.01296 1.12901 1.06322
H -0.61632 0.09998 1.03324

Charge distribution, Löwdin scheme, values in e: atom 1 (Ir): 0.4799, atom 2 (S): 0.0055, atom 3 (S): -0.0787, atom 4 (S): -0.0927, atom 5 (S): 0.0122, atom 6 (C): -0.0919, atom 7 (O): -0.4087, atom 8 (C): -1.3246, atom 9 (S): 0.6804, atom 10 (S): 0.5902, atom 11 (H): 0.0823, atom 12 (H): 0.0904, atom 13 (H): 0.0884, atom 14 (C): -0.0770, atom 15 (N): 0.0337, atom 16 (C): -0.5774, atom 17 (N): 0.1958, atom 18 (O): -0.1996, atom 19 (H): 0.0909, atom 20 (H): 0.0900, atom 21 (H): 0.0891, atom 22 (H): 0.1527, atom 23 (H): 0.0994, atom 24 (H): 0.0694